Here is C52H50ClN3O6P2PdSSe as an isolated structure in a non-equilibrium geometry from the Open Molecules 2025 dataset. Energies are from ωB97M-V with the def2-TZVPD basis set.

Element x y z (Å)
Pd  -1.23  -0.82  -0.48
Se  -2.69  -0.64  -2.57
Cl  5.17  3.79  -5.44
S  -1.41  -0.78  1.88
P  -2.82  -2.89  -0.13
P  -2.47  1.53  -0.21
O  -0.25  -0.47  2.72
O  -3.49  -0.45  -1.11
O  -1.48  0.44  -2.44
O  5.42  0.44  -0.83
O  -2.00  -2.09  -2.42
O  -3.59  -0.46  -3.81
N  3.15  -0.70  0.28
N  3.10  -1.21  -0.95
N  1.06  -0.67  -0.31
C  1.06  4.43  0.16
C  -2.13  -2.30  2.54
C  3.53  2.03  -2.29
C  -0.98  2.55  0.04
C  5.36  0.51  0.57
C  -3.49  -4.25  2.23
C  4.38  -0.61  1.02
C  6.80  0.23  1.19
C  5.23  4.18  -2.78
C  -3.33  -4.56  3.57
C  -4.26  2.14  1.84
C  -4.74  2.10  3.14
C  -0.29  -6.38  -1.67
C  -1.91  -2.65  3.87
C  -0.73  3.23  1.23
C  -2.46  -5.53  -1.04
C  0.29  4.16  1.28
C  -5.42  4.22  -2.46
C  4.03  2.77  -1.22
C  -4.26  4.75  -1.92
C  1.91  -0.37  0.67
C  -0.48  -4.16  -0.79
C  -5.69  2.86  -2.32
C  7.82  1.27  0.72
C  0.84  3.72  -1.01
C  -4.19  1.23  4.07
C  -0.16  2.77  -1.08
C  6.77  0.25  2.72
C  -3.18  0.36  3.68
C  -2.71  0.39  2.37
C  -5.56  -2.57  0.03
C  3.88  2.33  -3.59
C  -1.86  -4.33  -0.68
C  -3.35  3.94  -1.27
C  -1.66  -6.56  -1.53
C  4.73  3.41  -3.84
C  7.29  -1.15  0.72
C  -2.87  -3.12  1.70
C  -3.20  1.31  1.45
C  -5.99  -3.34  -2.61
C  -3.62  2.58  -1.13
C  -4.72  -3.42  -2.07
C  0.30  -5.19  -1.28
C  -2.52  -3.78  4.38
C  -4.50  -3.04  -0.74
C  3.67  2.45  0.20
C  4.86  1.91  1.01
C  4.88  3.85  -1.49
C  -7.04  -2.86  -1.84
C  -6.83  -2.49  -0.52
C  -4.79  2.05  -1.66
C  1.85  -1.18  -1.29
H  -4.55  1.21  5.08
H  -5.00  0.99  -1.56
H  5.24  4.46  -0.67
H  5.67  2.63  0.91
H  -4.67  2.84  1.13
H  7.61  2.27  1.10
H  -1.35  3.05  2.10
H  -5.39  -2.26  1.05
H  -6.16  -3.62  -3.64
H  3.49  1.74  -4.40
H  -0.04  -3.19  -0.51
H  -6.11  4.85  -2.99
H  -4.07  5.81  -2.01
H  -5.54  2.75  3.43
H  -3.53  -5.67  -0.96
H  2.87  1.20  -2.11
H  1.45  3.91  -1.89
H  1.82  5.19  0.20
H  -6.59  2.44  -2.74
H  -2.35  -4.06  5.41
H  4.12  -0.46  2.07
H  0.31  -7.17  -2.08
H  -2.11  -7.49  -1.83
H  -2.44  4.37  -0.87
H  -2.76  -0.32  4.39
H  6.09  -0.48  3.14
H  7.90  1.32  -0.36
H  2.82  1.77  0.22
H  4.58  1.86  2.06
H  -3.82  -5.43  3.97
H  -0.35  2.21  -1.99
H  -8.02  -2.75  -2.28
H  8.38  -1.19  0.77
H  7.00  -1.34  -0.31
H  1.37  -5.06  -1.39
H  -1.25  -2.04  4.47
H  -3.89  -3.75  -2.68
H  7.77  0.02  3.09
H  6.92  -1.96  1.35
H  5.88  5.02  -2.98
H  1.46  -1.52  -2.24
H  -4.08  -4.88  1.58
H  6.21  0.89  -1.15
H  3.38  3.37  0.70
H  4.89  -1.56  0.89
H  6.51  1.24  3.11
H  1.63  0.03  1.62
H  8.80  1.00  1.10
H  -7.65  -2.12  0.07
H  0.48  4.70  2.20

**Frontier orbital gap (spin up / spin down)**: 0.2478 / 0.1479 Eh
**2S+1**: 5
**Total charge**: +2